[1]
The ion C5H11N2O with charge +1. Source: the OMol25 dataset; level of theory: ωB97M-V/def2-TZVPD.

The geometry in XYZ format:
```
19
Properties=species:S:1:pos:R:3:forces:R:3
O -3.25133 -1.10361 -0.59833 -0.03 0.11 0.08
C -2.38814 -1.48119 -1.34278 -0.06 0.19 -0.06
C -0.92207 -1.30461 -0.99364 -0.07 -0.57 -0.33
C -0.49664 0.16576 -1.00045 -0.14 0.39 0.18
C 0.26692 0.52556 0.24525 -0.21 -0.29 -0.28
C 1.59845 0.62012 0.16086 0.34 0.21 0.23
N 2.39450 1.01983 1.35187 -0.13 -0.11 -0.49
N -0.49037 0.65659 1.35685 0.12 0.13 0.26
H -2.64176 -1.93989 -2.31515 0.03 -0.08 0.07
H -0.80638 -1.74059 -0.00609 0.01 0.04 0.27
H -0.32191 -1.91735 -1.65791 0.23 0.08 -0.18
H 0.07208 0.46592 -1.87456 0.14 -0.27 -0.12
H -1.38610 0.79051 -1.01876 -0.19 0.14 0.07
H 2.18747 0.56694 -0.73692 -0.16 -0.10 -0.05
H 2.24323 0.41962 2.16176 -0.04 -0.03 0.14
H 3.37930 0.94276 1.10585 0.14 0.13 0.15
H 2.18847 1.99027 1.58966 0.16 0.11 0.30
H -1.48739 0.54771 1.27853 -0.10 -0.07 -0.02
H -0.13834 0.77565 2.29397 -0.02 -0.02 -0.21
```
Positions in Å, forces in eV/Å.

Values from the calculation:
SMILES string: N/C(=C\[NH3+])CCC=O
charge: +1
E: -381.5933 Ha
E_HOMO: -12.95 eV
2S+1: 1
Kohn-Sham gap: 9.196 eV
ΔE to the lowest compared entry with this formula, charge and spin: 44.3 kcal/mol

Partial charges, natural (NBO), in e:
1. O -0.508
2. C 0.444
3. C -0.515
4. C -0.434
5. C 0.265
6. C -0.260
7. N -0.677
8. N -0.788
9. H 0.133
10. H 0.238
11. H 0.232
12. H 0.242
13. H 0.241
14. H 0.239
15. H 0.434
16. H 0.453
17. H 0.439
18. H 0.430
19. H 0.392


[2]
The ion C5H11N2O with charge +1. Source: the OMol25 dataset; level of theory: ωB97M-V/def2-TZVPD.

The geometry in XYZ format:
```
19
Properties=species:S:1:pos:R:3:forces:R:3
C 1.76495 1.06812 -0.60760 6.18 6.57 -0.54
C 0.96572 0.12073 -0.09725 -5.45 -6.37 1.97
C -1.62014 0.33537 -0.02612 1.56 1.67 0.45
C 1.27498 -0.43397 1.25789 0.24 -1.69 -1.78
C -0.33962 -0.27601 -0.71713 -1.13 0.07 0.68
N -1.50716 1.69114 0.09992 -1.01 -0.38 0.34
N -0.64395 -1.71045 -0.64814 -0.19 -0.29 4.09
O -2.51273 -0.38255 0.39148 0.30 0.44 -0.43
H 1.86258 1.43848 -1.59156 0.09 -0.25 -1.04
H 2.50438 1.51770 0.14524 -1.34 -0.19 -1.38
H 0.41151 -0.31658 1.89817 -0.46 -0.95 0.34
H 1.84029 -1.45796 1.21175 -1.25 1.52 0.56
H 1.93475 0.27003 1.63820 1.65 0.92 1.09
H -0.56987 -0.17059 -1.74464 0.83 1.55 -1.38
H -0.68929 2.29807 -0.09222 -0.79 -1.09 -0.03
H -2.33309 2.13403 0.50460 0.51 0.07 -0.12
H -0.67247 -2.21166 -1.46649 0.29 -1.35 -2.61
H -1.59339 -1.73142 -0.20773 -0.49 0.02 -0.08
H -0.07744 -2.18247 0.05165 0.44 -0.27 -0.13
```
Positions in Å, forces in eV/Å.

Values from the calculation:
charge: +1
E: -381.4479 Ha
E_HOMO (alpha / beta): -10.02 / -15.04 eV
expectation value of S²: 2.01
2S+1: 3
Kohn-Sham gap (alpha / beta): 6.826 / 8.473 eV
ΔE to the lowest compared entry with this formula, charge and spin: 57.5 kcal/mol

Partial charges, natural (NBO), in e:
1. C -0.323
2. C 0.041
3. C 0.670
4. C -0.698
5. C -0.205
6. N -0.809
7. N -0.668
8. O -0.587
9. H 0.205
10. H 0.194
11. H 0.246
12. H 0.247
13. H 0.246
14. H 0.245
15. H 0.432
16. H 0.429
17. H 0.432
18. H 0.463
19. H 0.439


[3]
The ion C5H11N2O2 with charge +1. Source: the OMol25 dataset; level of theory: ωB97M-V/def2-TZVPD.

The geometry in XYZ format:
```
20
Properties=species:S:1:pos:R:3:forces:R:3
C 1.73165 -0.97327 -0.13041 0.34 -0.18 -1.10
C 1.35928 -0.71392 1.27690 0.25 0.06 0.45
C -0.47254 0.95363 0.69829 -0.47 0.51 -0.65
C -0.51484 0.28955 -1.75219 0.53 -0.13 0.43
C -1.34225 0.58011 -0.53634 0.41 0.55 -0.21
N 2.82128 -1.36934 -0.54247 -0.62 0.32 0.70
N -0.07432 -0.30771 1.38510 -0.20 -0.38 0.04
O 0.13992 1.35803 -2.26379 -0.31 -0.08 0.30
O -2.09478 -0.54350 -0.13025 -0.06 -0.02 -0.02
H 1.50151 -1.60970 1.88864 -0.02 0.06 -0.06
H 1.97465 0.09471 1.68330 -0.10 -0.07 0.00
H 0.40356 1.51633 0.37660 -0.02 -0.09 0.10
H -1.06799 1.55866 1.37989 0.11 -0.11 0.12
H -0.71259 -0.57431 -2.36200 -0.07 -0.12 -0.17
H -1.99572 1.44341 -0.74716 0.09 -0.09 0.15
H 3.02099 -1.50927 -1.52418 -0.08 -0.04 -0.20
H -0.69628 -1.01663 0.94076 0.25 -0.03 0.33
H -0.32551 -0.26392 2.37510 0.00 -0.01 -0.17
H 0.54589 1.15794 -3.11360 -0.01 -0.07 -0.03
H -2.78691 -0.73928 -0.76992 -0.03 -0.07 0.00
```
Positions in Å, forces in eV/Å.

Values from the calculation:
charge: +1
E: -456.7275 Ha
E_HOMO (alpha / beta): -11.90 / -11.13 eV
2S+1: 1
Kohn-Sham gap (alpha / beta): 8.964 / 7.054 eV
ΔE to the lowest compared entry with this formula, charge and spin: 93.4 kcal/mol

Partial charges, natural (NBO), in e:
1. C 0.246
2. C -0.344
3. C -0.244
4. C 0.102
5. C 0.006
6. N -0.576
7. N -0.513
8. O -0.665
9. O -0.737
10. H 0.258
11. H 0.254
12. H 0.248
13. H 0.238
14. H 0.186
15. H 0.207
16. H 0.400
17. H 0.471
18. H 0.441
19. H 0.508
20. H 0.515


[4]
A cluster of 2 separate species, C5H11N2O2S in total. Source: the OMol25 dataset; level of theory: ωB97M-V/def2-TZVPD.

The geometry in XYZ format:
```
21
Properties=species:S:1:pos:R:3:forces:R:3
C 2.79108 0.32042 0.69585 0.42 1.78 -0.47
C -0.72401 -1.03624 0.77547 1.87 -0.04 1.39
C -0.93701 1.34371 0.73520 0.89 -0.86 -1.06
C -0.71520 -1.06625 -0.75285 1.20 -1.13 -0.38
C -0.51540 1.30857 -0.73355 -1.16 -1.20 2.46
N -0.49690 0.23732 1.48530 1.29 -1.12 -0.12
N -1.30637 0.19263 -1.31460 -0.59 0.14 2.89
O 2.83534 -2.00768 -0.24828 -1.39 -1.72 -1.74
O 3.86021 0.43627 0.04074 -1.08 -0.65 0.96
S 3.57540 -1.29564 0.72901 2.04 0.60 1.28
H 0.49033 0.44018 1.60174 0.20 -0.75 0.29
H -1.67156 -1.36870 1.13202 -0.82 -0.62 0.18
H 0.09276 -1.76419 1.13268 -1.48 0.85 -0.60
H -0.60185 2.18899 1.22692 0.57 2.01 0.71
H -1.97769 1.33389 0.75906 -2.26 0.46 -0.09
H 0.33146 -1.17085 -1.12164 -0.91 0.01 -0.04
H -1.35015 -1.93825 -1.00134 0.53 0.55 -0.50
H -0.60581 2.25426 -1.09648 -1.37 2.43 -1.91
H 0.47110 1.07667 -0.93154 2.28 -0.75 0.15
H -1.30630 0.35628 -2.28089 -0.62 -0.74 -1.97
H -2.23942 0.15863 -0.83283 0.40 0.75 -1.43
```
Positions in Å, forces in eV/Å.

Values from the calculation:
charge: +1
E: -854.8694 Ha
E_HOMO: -12.84 eV
2S+1: 1
Kohn-Sham gap: 9.056 eV
ΔE to the lowest compared entry with this formula, charge and spin: 101.7 kcal/mol

Partial charges, natural (NBO), in e:
1. C 0.108
2. C -0.272
3. C -0.230
4. C -0.264
5. C -0.256
6. N -0.582
7. N -0.493
8. O -0.866
9. O -0.495
10. S 1.268
11. H 0.376
12. H 0.210
13. H 0.250
14. H 0.236
15. H 0.178
16. H 0.244
17. H 0.247
18. H 0.239
19. H 0.218
20. H 0.446
21. H 0.437